No. 1
Formula: C13H17N
Source: OMol25
Level of theory: wB97M-V/def2-TZVPD

CARTESIAN COORDINATES (ANGSTROEM)
C -0.90916 -0.80241 0.12241
C 0.41913 -1.55749 -0.55593
C 1.64281 -0.76621 -0.09174
C 2.86105 -1.32152 -0.31088
C 3.97447 -0.20052 -0.09364
C 3.62900 1.16369 0.09136
C 2.24119 1.52732 0.22027
C 1.26717 0.36787 0.37162
C -0.22899 0.47281 0.47769
C -0.75398 1.42585 -0.38874
C -2.16874 1.77022 -0.02043
C -2.97401 0.33953 -0.16872
C -2.07513 -0.80779 -0.60656
H -2.05320 -2.44060 1.01700
H -0.67004 -1.68666 2.04384
H 0.56944 -2.47678 -0.12449
H 0.28489 -1.71585 -1.61084
H 3.04750 -2.47861 -0.40622
H 5.08901 -0.53613 -0.08227
H 4.56612 1.68639 0.49094
H 1.97816 2.42844 0.50280
H -0.30829 0.91658 1.58477
H -0.70628 1.24734 -1.34912
H 0.06631 2.33282 -0.28820
H -2.37651 2.16108 1.16777
H -3.02405 2.69680 -0.59560
H -3.78516 0.17074 -1.14743
H -3.58567 0.09917 0.91643
H -2.08412 -0.76354 -1.81496
H -2.60851 -1.68643 -0.64195
N -1.32441 -1.56610 1.29080

As for the net charge: 0. As for the max |F|: 9.13 eV Å⁻¹. For the frontier orbital gap, the calculation gives 8.919 eV. The calculation puts the molar mass at 187.29 Da. The value obtained for the energy relative to the best compared isomer or geometry (same formula, charge and spin) is 8.8946 eV. Its HOMO energy is -8.372 eV.

=====

No. 2
Formula: C13H17N2ORuS5Te
Source: OMol25
Level of theory: wB97M-V/def2-TZVPD

CARTESIAN COORDINATES (ANGSTROEM)
Ru -1.35226 0.97088 1.71229
O 4.97359 -1.34249 2.15994
C 3.86669 -0.92320 2.08987
S 3.19398 0.28638 3.21783
C 1.61437 0.36699 2.48069
C 1.40217 -0.42684 1.37354
S -0.12932 -0.42355 0.67591
S 2.70844 -1.43808 0.81756
S 0.37262 1.31059 3.09923
C -0.16727 5.21428 -2.89222
C -1.41466 5.07094 -2.03709
N -1.13372 4.50675 -0.70981
C -0.43340 5.39521 0.22709
C 1.02754 5.01939 0.44896
C -1.46985 3.26355 -0.36405
C -2.07331 2.36118 -1.39173
N -1.24128 2.79979 0.84950
H -0.43406 5.60467 -3.87374
H 0.32278 4.24978 -3.03176
H 0.55217 5.90502 -2.45308
H -2.14825 4.44895 -2.53983
H -1.88947 6.04047 -1.87568
H -0.98514 5.43513 1.17131
H -0.50255 6.39844 -0.18979
H 1.14306 4.01087 0.84800
H 1.47865 5.71351 1.15700
H 1.58691 5.07157 -0.48347
H -3.06518 2.70333 -1.68158
H -2.16442 1.35452 -0.98963
H -1.44989 2.31963 -2.28489
H -0.78963 3.49835 1.42849
Te -2.84726 -0.32112 3.28842
C -3.65568 -0.12073 1.36541
C -4.57459 0.83088 0.95784
C -5.05030 0.60818 -0.35184
C -4.48410 -0.48800 -0.93950
S -3.35788 -1.24573 0.08931
H -4.93899 1.61504 1.60595
H -5.79302 1.22770 -0.83314
H -4.66547 -0.87105 -1.93123

As for the net charge: +1. As for the max |F|: 0.71 eV Å⁻¹. For the frontier orbital gap, the calculation gives 5.998 eV. The calculation puts the molar mass at 606.30 Da. Its HOMO energy is -10.767 eV.

=====

No. 3
Formula: C13H17N3O7S2Tc
Source: OMol25
Level of theory: wB97M-V/def2-TZVPD

CARTESIAN COORDINATES (ANGSTROEM)
Tc 1.00309 0.25018 0.97137
O 1.24442 -2.61326 0.17141
S -0.29034 -2.35675 0.25072
O -0.99277 -3.07855 -0.74049
O -0.45721 -0.86395 0.11847
C -0.82845 -2.87496 1.85458
C -1.61151 -4.01811 1.81268
C -2.20937 -4.48915 2.97635
C -2.03359 -3.81967 4.17158
C -1.24908 -2.67047 4.22264
C -0.64866 -2.18861 3.07514
S 0.44905 -0.82083 3.31916
O 0.71666 -0.64760 4.68993
O 1.60726 -1.13629 2.42434
O -0.10031 0.42322 2.62623
H -1.76535 -4.52691 0.87145
H -2.82274 -5.37916 2.93354
H -2.49401 -4.18951 5.07787
H -1.08748 -2.14992 5.15738
C 4.28694 -2.81292 -1.61875
N 3.41888 -2.42040 -0.52583
C 3.96667 -2.45587 0.81531
C 2.14620 -1.80656 -0.76308
C 1.64623 -1.90170 -2.19047
O 2.19366 -0.49947 -0.32865
H 5.13378 -3.35536 -1.20673
H 4.67158 -1.93824 -2.15623
H 3.77566 -3.45337 -2.33507
H 4.92699 -1.93464 0.84652
H 4.15432 -3.49446 1.10585
H 3.28345 -2.01237 1.52758
H 1.51524 -2.94306 -2.47829
H 2.34361 -1.40101 -2.85722
H 0.68581 -1.39781 -2.26378
N -0.01664 4.06582 -0.23087
C -0.90262 3.41078 -1.06365
C -0.68365 2.09104 -0.87455
N 0.34164 1.94339 0.05365
C 0.71062 3.17350 0.42737
H 0.06398 5.06689 -0.13407
H -1.59947 3.92939 -1.69923
H -1.16434 1.24156 -1.32979
H 1.48393 3.41835 1.13898

As for the net charge: +2. As for the max |F|: 4.07 eV Å⁻¹. As for the spin multiplicity: 2. For the frontier orbital gap (alpha / beta), the calculation gives 4.389 / 5.308 eV. The calculation puts the molar mass at 489.43 Da. As for the expectation value of S²: 0.793. The value obtained for the energy relative to the best compared isomer or geometry (same formula, charge and spin) is 2.4383 eV. Its HOMO energy (alpha / beta) is -14.408 / -14.619 eV.

=====

No. 4
Formula: C13H17N5O2S
Source: OMol25
Level of theory: wB97M-V/def2-TZVPD

CARTESIAN COORDINATES (ANGSTROEM)
C -3.87834 0.49965 -0.62883
C -2.71750 -0.40692 -0.31531
N -1.56493 0.10300 0.09573
N -0.50621 -0.68821 0.43334
C 0.67799 -0.43361 1.14578
S 1.40236 -1.87293 1.65556
N 1.10125 0.80144 1.69423
C 2.54946 0.95796 1.96262
C 3.04924 2.42707 1.92833
N 2.33197 3.24088 0.94098
C 2.92949 4.29805 0.28158
O 4.11143 4.51863 0.44778
C 0.85407 3.06888 0.78132
C 0.28648 2.02002 1.75360
C -2.99162 -1.85889 -0.18397
C -2.95719 -2.43377 1.12449
C -3.30459 -3.78754 1.29450
C -3.81228 -4.47746 0.17408
C -3.85166 -3.86042 -1.06921
N -3.41825 -2.60728 -1.23770
O -3.51365 -2.10766 -2.35287
H -4.32887 0.31117 -1.61668
H -4.65068 0.40035 0.11011
H -3.52690 1.54189 -0.65571
H -0.62463 -1.67543 0.15069
H 3.09152 0.42282 1.16252
H 2.81309 0.47287 2.93915
H 4.12427 2.45066 1.72910
H 2.84685 2.90156 2.89016
H 2.28062 4.94622 -0.32986
H 0.61268 2.72955 -0.22939
H 0.35072 4.02606 1.00167
H 0.29588 2.47583 2.74955
H -0.76864 1.86338 1.51515
H -2.65803 -1.87835 1.98378
H -3.24994 -4.28600 2.27188
H -4.08381 -5.52671 0.28487
H -4.21212 -4.42208 -1.89784

As for the net charge: 0. As for the max |F|: 3.26 eV Å⁻¹. The SMILES is C/C(=N/NC(=S)N1CCN(C=O)CC1)c1cccc[n+]1[O-]. For the frontier orbital gap, the calculation gives 8.117 eV. The calculation puts the molar mass at 307.38 Da. The value obtained for the energy relative to the best compared isomer or geometry (same formula, charge and spin) is 0.1432 eV. Its HOMO energy is -8.249 eV.

=====

No. 5
Formula: C13H17N5O5S
Source: OMol25
Level of theory: wB97M-V/def2-TZVPD

CARTESIAN COORDINATES (ANGSTROEM)
C -1.58549 4.25296 -0.06613
O -0.19115 4.05438 -0.15662
C 0.30512 2.82713 0.06329
C -0.44112 1.70873 0.42703
C 0.19223 0.50811 0.67431
S -0.83161 -0.89668 1.10059
O -2.02732 -0.41819 1.72818
O -0.02125 -1.86931 1.77504
N -1.23820 -1.42899 -0.43890
C -0.59259 -2.63885 -0.89420
C -1.23026 -3.88577 -0.27725
C -0.59966 -5.18682 -0.78717
O -1.26778 -6.30891 -0.25734
C -2.64295 -6.27326 -0.57571
C -3.27852 -4.97725 -0.06897
O -2.61094 -3.85832 -0.61396
C 1.55925 0.36184 0.57358
C 2.31768 1.45815 0.19749
C 1.70230 2.67415 -0.05981
N 2.47631 3.77658 -0.44452
C 3.67623 4.19412 0.03889
N 4.03700 5.25804 -0.62292
N 3.07321 5.48556 -1.50996
N 2.14766 4.63497 -1.42089
H -1.95459 4.03756 0.94055
H -2.12149 3.63789 -0.79351
H -1.74005 5.30550 -0.29546
H -1.51006 1.74627 0.54984
H -2.24247 -1.49754 -0.53229
H 0.45661 -2.58327 -0.60583
H -0.67595 -2.68142 -1.98361
H -1.12368 -3.83987 0.81790
H 0.43842 -5.26542 -0.46367
H -0.64952 -5.20547 -1.88760
H -3.09261 -7.14291 -0.09589
H -2.77401 -6.34162 -1.66654
H -4.31849 -4.90001 -0.38881
H -3.22267 -4.94453 1.02869
H 2.01022 -0.58975 0.79851
H 3.38873 1.37361 0.09294
H 4.20836 3.72857 0.83974

As for the net charge: 0. As for the max |F|: 1.54 eV Å⁻¹. The SMILES is COc1cc(S(=O)(=O)NC[C@@H]2COCCO2)ccc1-n1cnnn1. For the frontier orbital gap, the calculation gives 9.401 eV. The calculation puts the molar mass at 355.38 Da. The value obtained for the energy relative to the best compared isomer or geometry (same formula, charge and spin) is 2.7041 eV. Its HOMO energy is -9.360 eV.

=====

No. 6
Formula: C13H17NO3
Source: OMol25
Level of theory: wB97M-V/def2-TZVPD

CARTESIAN COORDINATES (ANGSTROEM)
N -0.36338 3.17329 -0.46862
C -0.37275 1.81471 0.28139
C -1.81558 1.44182 0.96101
C -2.84055 1.75935 -0.11417
C -2.34928 0.79130 -1.20133
C -1.28883 -0.18273 -0.53753
C -1.72556 -0.11327 0.92308
C 0.07122 0.52730 -0.57254
O 0.59010 0.93016 -1.80421
C 1.10735 -0.48587 -0.02968
C 2.05111 -0.32416 1.11909
C 2.71380 -1.35330 1.63743
C 2.80766 -2.54389 0.93525
O 3.59416 -3.53844 1.36725
C 2.15908 -2.66259 -0.24285
O 2.52741 -3.67901 -1.01972
C 1.28490 -1.71719 -0.73815
H -1.00360 3.82704 0.03549
H -0.74730 2.99634 -1.39247
H 0.30068 1.84635 1.17172
H -1.96223 1.90697 1.99483
H -3.01544 2.77755 -0.37422
H -3.77584 1.44014 0.13941
H -1.89079 1.31231 -2.03515
H -3.30316 0.33382 -1.63883
H -1.35328 -1.13139 -1.03900
H -1.02509 -0.29982 1.67482
H -2.69915 -0.60230 1.08961
H 0.98822 1.89138 -1.61956
H 1.93739 0.66986 1.60253
H 3.22226 -1.21467 2.62162
H 3.38576 -4.23173 0.69597
H 1.85717 -3.67542 -1.72052
H 0.93359 -1.68389 -1.70196

As for the net charge: 0. As for the max |F|: 6.49 eV Å⁻¹. The SMILES is N[C@H]1[C@H]2CC[C@H](C2)[C@]1(O)c1ccc(O)c(O)c1. For the frontier orbital gap, the calculation gives 8.571 eV. The calculation puts the molar mass at 235.28 Da. The value obtained for the energy relative to the best compared isomer or geometry (same formula, charge and spin) is 3.8078 eV. Its HOMO energy is -7.914 eV.